Record 1
Density functional theory data (ωB97M-V/def2-TZVPD) for a molecular structure, C21H24Br3N3NiO3Si in a non-equilibrium geometry.

```
! RIJCOSX wB97M-V def2-TZVPD def2/J DEFGRID3
* xyz 0 1
Ni -0.0786 -0.7909 -0.2911
C -3.0315 0.4547 -0.1728
C -2.1305 0.8688 0.9490
C -2.5738 1.7939 1.9232
C -1.7768 2.1146 2.9776
C -0.4999 1.5222 3.1080
C 0.3963 1.7469 4.1870
Br -0.0895 2.9013 5.6042
C 1.6054 1.1180 4.2142
C 1.9953 0.2482 3.1791
Br 3.6871 -0.5747 3.2787
C 1.1908 -0.0125 2.0764
O 1.4920 -0.7697 1.0891
C -0.1003 0.6443 2.0899
N -0.9280 0.3432 1.0373
H -4.0381 0.8390 -0.0145
H -3.0678 -0.6340 -0.2418
H -2.6367 0.8075 -1.1232
H -3.5572 2.2307 1.8174
H -2.1122 2.8139 3.7318
H 2.2855 1.2833 5.0386
O 3.5146 -2.2223 -4.8827
C 2.7686 -2.0049 -3.7778
C 3.2642 -1.3895 -2.6380
C 2.4112 -1.2099 -1.5703
N 1.1349 -1.6047 -1.5953
C 0.6776 -2.1938 -2.6996
Br -1.1274 -2.7285 -2.6891
C 1.4457 -2.4296 -3.8169
H 4.4041 -1.8723 -4.7516
H 4.2868 -1.0419 -2.5766
H 2.7208 -0.7540 -0.6387
H 1.0447 -2.9212 -4.6892
C -1.4086 -2.6852 4.3072
C -1.3949 -3.6862 3.1496
C -1.1529 -2.9997 1.8749
N -0.8932 -2.4447 0.9084
H -1.6005 -3.2119 5.2405
H -2.1858 -1.9356 4.1648
H -0.4507 -2.1724 4.3853
H -2.3386 -4.2266 3.0708
H -0.6049 -4.4276 3.2711
C -1.3095 1.8852 -3.8914
Si -0.1325 1.7730 -2.4456
C -0.3415 3.3185 -1.4090
C 1.6066 1.7842 -3.1438
O -0.4484 0.4489 -1.5788
H -1.0527 2.7073 -4.5650
H -2.3395 2.0447 -3.5611
H -1.2856 0.9587 -4.4720
H -0.0300 4.2160 -1.9500
H 0.2584 3.2531 -0.4963
H -1.3845 3.4567 -1.1091
H 1.7912 2.7049 -3.7043
H 1.7614 0.9419 -3.8248
H 2.3594 1.7205 -2.3535
*
```

Values from the calculation:
Highest occupied orbital energy (alpha / beta): -7.19 / -7.19 eV
Energy relative to the best compared isomer or geometry (same formula, charge and spin): 3.06 kcal/mol
Orbital gap (alpha / beta): 7.355 / 7.360 eV

Mulliken population analysis, charges in e, atoms 1 to 6: -1.0855, -1.3843, 1.0208, -1.0480, -1.0615, 0.8039

Record 2
Density functional theory data (ωB97M-V/def2-TZVPD) for a gas-phase ion, C18H23ClNO3 (charge +1).

```
! RIJCOSX wB97M-V def2-TZVPD def2/J DEFGRID3
* xyz 1 1
C -5.5504 -2.1130 1.1496
O -4.8753 -1.2962 0.2161
C -3.6570 -0.7941 0.5281
C -3.0206 -1.0378 1.7392
C -1.7773 -0.5048 2.0220
C -1.1154 0.2610 1.0811
C 0.2520 0.8272 1.3541
N 0.2616 2.2796 1.0209
C 1.5559 2.9885 1.1780
C 2.4893 2.7590 -0.0100
C 3.0305 1.3547 -0.1008
C 3.8322 0.8403 0.9134
C 4.3218 -0.4499 0.8440
C 4.0169 -1.2422 -0.2551
Cl 4.6162 -2.8558 -0.3433
C 3.2394 -0.7360 -1.2867
C 2.7534 0.5565 -1.2043
C -1.7370 0.5125 -0.1479
O -1.0575 1.3366 -1.0436
C -0.7984 0.8038 -2.3407
C -3.0198 0.0263 -0.4339
O -3.5196 0.4156 -1.6308
C -4.8289 0.0850 -2.0580
H -4.9816 -3.0191 1.3739
H -6.4861 -2.3857 0.6651
H -5.7666 -1.5708 2.0741
H -3.5018 -1.6486 2.4835
H -1.3166 -0.7077 2.9752
H 1.0070 0.3397 0.7317
H 0.5194 0.6881 2.4026
H -0.0759 2.2892 0.0260
H -0.4587 2.7363 1.5880
H 1.3468 4.0565 1.2642
H 2.0240 2.6499 2.1042
H 3.3268 3.4517 0.0974
H 1.9692 3.0176 -0.9342
H 4.0922 1.4572 1.7608
H 4.9460 -0.8406 1.6310
H 3.0251 -1.3469 -2.1486
H 2.1640 0.9513 -2.0182
H -1.7234 0.6245 -2.8848
H -0.2155 1.5633 -2.8585
H -0.2282 -0.1253 -2.2647
H -5.5831 0.4584 -1.3652
H -4.9389 0.5864 -3.0191
H -4.9500 -0.9902 -2.1904
*
```

Values from the calculation:
Highest occupied orbital energy: -11.18 eV
Energy relative to the best compared isomer or geometry (same formula, charge and spin): 9.70 kcal/mol
Structure (SMILES): COc1ccc(C[NH2+]CCc2ccc(Cl)cc2)c(OC)c1OC
Orbital gap: 8.731 eV

Mulliken population analysis, charges in e, atoms 1 to 6: -0.9749, -0.4476, 1.4868, -0.5773, -1.6850, 0.0504

Record 3
Density functional theory data (ωB97M-V/def2-TZVPD) for 2 unconnected molecules or ions with the total composition C4H11NS in a non-equilibrium geometry.

```
! RIJCOSX wB97M-V def2-TZVPD def2/J DEFGRID3
* xyz 0 1
C 1.8171 0.8659 0.9835
C 2.3844 1.0191 -0.1924
N 2.7985 2.2453 -0.7583
H 1.5009 1.6924 1.6077
H 1.5010 -0.1167 1.3087
H 2.6725 0.1190 -0.7347
H 3.5924 2.0651 -1.3544
H 2.0865 2.7898 -1.2171
C -2.1149 -2.1602 -0.9817
S -2.6214 -1.8635 0.7207
C -2.0025 -0.2036 1.0415
H -1.1243 -1.7659 -1.1772
H -2.8434 -1.8347 -1.7221
H -2.0643 -3.2518 -1.0434
H -2.6269 0.1900 1.8410
H -1.0181 -0.2455 1.4978
H -1.9376 0.4554 0.1806
*
```

Values from the calculation:
Highest occupied orbital energy: -8.39 eV
Energy relative to the best compared isomer or geometry (same formula, charge and spin): 29.16 kcal/mol
Structure (SMILES): C=CN.CSC
Orbital gap: 9.316 eV

Mulliken population analysis, charges in e, atoms 1 to 6: -0.8072, 0.1153, -0.5638, 0.2559, 0.2380, 0.2798